62
Properties=species:S:1:pos:R:3 method="wB97M-V/def2-TZVPD" orbital_gap_ev="6.685 / 6.684" lumo_energy_ev="-8.76 / -8.76" relative_energy_kcal_mol=44.08 multiplicity=1 total_charge=+2
Pd -0.925 0.906 -0.487
S -2.662 -0.896 -1.694
P -1.017 -0.685 1.293
O 0.396 1.131 -2.836
O 1.980 1.530 -1.134
O -1.139 -0.844 -1.390
O -2.956 -1.540 -2.916
O -3.157 0.459 -1.468
N -0.190 3.597 0.897
C 2.638 1.962 -2.454
C 1.869 -2.924 2.973
C 2.716 -3.176 1.901
C -2.824 -2.532 1.998
C -2.448 -1.736 0.916
C 2.157 -0.187 -3.814
C -4.430 -3.677 0.622
C 2.447 -2.647 0.645
C 0.478 -1.599 1.535
C 1.755 1.246 -3.538
C -4.072 -2.883 -0.464
C 2.519 3.470 -2.465
C 1.544 2.039 -4.802
C -2.782 0.693 2.869
C -0.426 0.930 3.449
C -0.485 2.613 0.391
C -3.114 1.565 3.890
C -1.436 0.357 2.659
C -3.100 -1.917 -0.312
C -0.774 1.792 4.471
C -2.114 2.106 4.692
C 1.326 -1.860 0.452
C 0.746 -2.135 2.800
C 4.071 1.496 -2.414
C -3.815 -3.497 1.848
B 0.783 1.205 -1.572
H 1.097 3.010 -4.610
H -3.560 0.269 2.246
H 1.393 -0.663 -4.425
H 4.150 0.428 -2.228
H 2.503 2.187 -5.303
H 4.611 2.030 -1.634
H 3.019 3.877 -1.588
H -2.378 2.780 5.497
H -4.150 1.818 4.067
H 3.007 3.877 -3.350
H -2.346 -2.419 2.964
H 3.592 -3.794 2.046
H 0.896 1.482 -5.476
H 1.479 3.800 -2.469
H 3.110 -2.855 -0.184
H 3.100 -0.213 -4.360
H -5.191 -4.436 0.502
H 0.044 4.470 1.337
H 2.083 -3.344 3.946
H 0.089 -1.943 3.638
H -0.007 2.218 5.103
H -4.095 -4.106 2.696
H 0.614 0.690 3.268
H 1.097 -1.467 -0.529
H -4.544 -3.013 -1.430
H 2.277 -0.764 -2.895
H 4.552 1.720 -3.368

10
Properties=species:S:1:pos:R:3 method="wB97M-V/def2-TZVPD" orbital_gap_ev=8.982 lumo_energy_ev=-1.04 relative_energy_kcal_mol=80.45 multiplicity=1 total_charge=0
Cl -0.225 -1.198 -1.652
O 0.016 1.195 -0.943
N -2.959 0.381 0.949
C 0.114 -0.053 -0.494
C 1.063 -0.356 0.571
C -1.891 0.082 0.723
H 0.573 -1.087 1.335
H 2.039 -0.815 0.269
H 1.386 0.667 1.130
H -0.118 1.184 -1.888

51
Properties=species:S:1:pos:R:3 method="wB97M-V/def2-TZVPD" orbital_gap_ev="5.070 / 5.135" lumo_energy_ev="-4.90 / -4.89" multiplicity=6 total_charge=+1
Dy 0.441 0.375 0.233
O 1.946 -0.792 -2.217
O 4.926 -1.801 -0.463
O -1.099 1.759 2.631
O 1.773 2.065 1.135
O -1.519 -0.427 -0.335
O -1.363 3.085 0.071
O 1.299 -2.404 0.456
N -0.377 2.301 -0.550
N -3.511 -1.275 -0.987
N -1.959 -2.605 0.125
N 1.021 -1.402 1.269
N 1.219 0.327 -1.738
N -0.349 0.748 2.293
C -0.307 2.232 -1.898
C -0.335 -0.413 3.008
C -3.978 -0.002 -1.532
C -0.948 3.280 -2.746
C 0.675 1.050 -3.997
C 0.578 -2.885 3.071
C 0.368 -1.553 2.460
C 0.501 1.154 -2.524
C -1.029 -0.399 4.326
C 4.601 -0.554 0.149
C -2.304 -1.398 -0.406
H 1.244 2.084 1.974
H 0.960 0.009 -4.233
H -4.213 -0.128 -2.596
H 0.202 -2.901 4.101
H -3.207 0.764 -1.408
H 1.252 2.733 0.614
H 3.897 -0.800 0.946
H -4.108 -2.086 -1.016
H -0.918 -1.377 4.822
H 4.053 0.064 -0.568
H -4.890 0.305 -1.007
H -1.386 2.806 1.041
H 1.514 1.713 -4.300
H 0.098 -3.657 2.432
H -1.169 4.154 -2.108
H -1.009 -2.725 0.453
H -2.097 -0.140 4.184
H -0.250 3.566 -3.558
H -0.573 0.406 4.939
H 2.205 -1.327 -1.416
H 5.705 -1.667 -1.021
H 1.669 -3.096 3.025
H -2.588 -3.392 0.045
H -1.893 2.910 -3.193
H -0.250 1.340 -4.528
H 5.481 -0.028 0.537

80
Properties=species:S:1:pos:R:3 method="wB97M-V/def2-TZVPD" orbital_gap_ev="7.949 / 7.428" lumo_energy_ev="-3.36 / -3.90" relative_energy_kcal_mol=0.00 multiplicity=3 total_charge=+1
Mo -0.449 -0.275 1.030
Se -1.610 -0.665 3.435
Si 0.791 2.546 -0.279
O -1.494 0.416 4.612
O -3.518 -3.662 1.881
O -3.002 -1.495 3.368
O 1.376 -0.027 2.079
O -1.923 0.423 1.863
O -6.598 -1.641 -0.665
O 0.206 0.966 -0.269
N -5.582 -2.954 0.871
N 0.292 -2.290 0.758
N -2.070 -0.808 -0.466
N 3.078 -0.834 0.816
C 1.791 -3.871 -0.182
C 4.742 1.533 -1.101
C -0.410 4.799 0.946
C 2.307 -1.398 -0.295
C 2.603 -0.158 1.852
C 1.078 3.878 -2.798
C -1.137 3.127 -2.243
C -0.743 4.271 -4.318
C -0.355 3.752 3.519
C 0.958 -4.922 0.211
C 0.158 3.539 1.155
C 4.770 2.814 0.935
C 1.429 -2.563 0.102
C -4.119 -1.563 -2.173
C -4.253 -1.711 -0.800
C -0.936 5.524 2.004
C -0.192 -4.617 0.938
C -2.926 -1.058 -2.675
C -1.613 3.640 -3.440
C 3.366 1.690 -1.175
C -3.214 -1.310 0.020
C 3.389 2.962 0.860
C -1.927 -0.694 -1.791
C -0.465 -3.305 1.223
C 5.445 2.094 -0.039
C 2.663 2.400 -0.192
C -0.917 4.999 3.288
C -4.651 -4.028 1.134
C 0.187 3.036 2.460
C -5.579 -2.111 -0.212
C 0.218 3.234 -1.906
C 0.600 4.393 -3.996
C 3.579 0.402 2.834
H -4.948 -1.818 -2.819
H 5.273 0.999 -1.880
H 3.036 -1.735 -1.027
H -0.349 3.326 4.514
H 1.214 -5.943 -0.038
H -0.995 -0.266 -2.134
H -1.373 6.498 1.822
H -5.221 -4.801 1.653
H 4.449 0.820 2.328
H -4.265 -4.448 0.203
H -1.828 2.653 -1.554
H -3.758 -3.073 2.620
H 3.096 1.173 3.427
H 6.522 1.988 0.012
H -0.449 5.215 -0.055
H 2.865 3.525 1.625
H -2.775 -0.921 -3.736
H 0.641 2.073 2.674
H 2.706 -4.072 -0.721
H 2.129 3.986 -2.556
H -3.321 -1.333 1.096
H 2.828 1.273 -2.023
H -1.352 -3.052 1.787
H 1.277 4.895 -4.676
H 3.903 -0.401 3.500
H -6.514 -3.078 1.239
H 5.317 3.271 1.750
H 1.710 -0.608 -0.753
H -2.666 3.557 -3.683
H -1.114 4.675 -5.251
H 4.077 -0.797 0.687
H -1.345 5.560 4.109
H -0.871 -5.380 1.293

5
Properties=species:S:1:pos:R:3 method="wB97M-V/def2-TZVPD" orbital_gap_ev=8.297 lumo_energy_ev=-0.49 smiles="[H]/P=C/Cl" relative_energy_kcal_mol=34.38 multiplicity=1 total_charge=0
Cl 1.121 0.688 1.464
P -1.429 0.237 -0.092
C 0.391 0.126 0.108
H 1.141 -0.330 -0.445
H -1.224 -0.721 -1.035

9
Properties=species:S:1:pos:R:3 method="wB97M-V/def2-TZVPD" orbital_gap_ev="5.538 / 3.999" lumo_energy_ev="2.97 / -1.33" relative_energy_kcal_mol=63.20 multiplicity=3 total_charge=-1
Br 2.300 1.832 -0.441
Br 1.955 -0.520 1.672
Br 2.204 -1.239 -1.389
N -1.129 -0.741 0.954
N -2.533 0.431 -0.378
N -2.402 -0.429 0.613
N -1.343 0.682 -0.824
C 1.523 0.078 -0.161
C -0.573 -0.094 -0.048